# 1
ORCA calculation (ωB97M-V with the def2-TZVPD basis set) on a structure of composition C45H39F5N5O4P2RuSSe in a non-equilibrium geometry.

```
103
Properties=species:S:1:pos:R:3:forces:R:3:lowdin_charge:R:1
C -0.51664 -2.98900 -1.47040 -0.0636 0.2275 0.1916 -0.34
F 0.72765 1.38070 -3.46005 -0.2645 -0.0869 -0.0865 0.06
H -5.69805 -1.11512 2.93094 0.0065 0.0012 -0.0388 0.12
H -3.44312 -0.17445 3.23438 -0.0154 -0.0396 -0.0100 0.12
H -1.09238 1.54460 4.19927 -0.0511 -0.0467 -0.0172 0.11
H -3.03598 3.26732 -3.50875 0.0131 0.0833 0.0062 0.09
H -4.24743 3.75794 0.11489 -0.0730 -0.1234 0.0766 0.11
C 1.44808 2.64091 3.56622 -0.4891 -0.6864 -0.2865 -0.35
C -1.59887 2.02256 1.53148 0.8687 -0.5411 -0.0702 -0.26
H 2.96674 -3.90807 -1.52579 0.0107 -0.0255 0.0061 0.11
H -0.54448 -2.28392 2.31637 0.0360 0.0128 0.0625 0.11
C -2.81210 -3.41023 -2.12533 -0.2062 0.0561 -0.0820 -0.04
F 6.09835 1.98768 -3.51782 0.1378 0.0257 0.0073 0.15
H 3.42398 0.66820 2.51261 0.1509 0.0157 -0.1648 0.11
H 0.78160 4.48438 3.91826 0.3659 -0.3693 0.0906 0.12
C 1.58736 -2.23842 -5.25035 -0.0401 0.0429 -0.0870 -0.05
N 2.57856 0.60434 3.06249 -0.1107 -0.1448 -0.1568 0.08
H 4.39818 -4.97857 0.16479 -0.0485 0.0538 0.0170 0.12
O -2.93087 -0.29586 -2.58129 0.2941 0.1454 -0.0539 -0.39
H 3.47380 -2.16293 -6.27150 -0.0292 -0.0247 0.0541 0.12
Se 1.77311 2.10687 -0.62041 -0.2209 -0.7324 0.5707 0.78
H -6.44928 -1.84831 0.68320 0.0402 0.0349 0.0038 0.13
C 2.04482 1.59874 -3.46010 0.1919 0.0737 0.3149 -0.26
C -1.28217 3.24925 -2.25565 -0.0666 0.1431 0.0003 -0.27
H 1.95610 3.81779 5.10272 -0.0547 0.0160 0.0245 0.14
H -2.42272 4.86746 -3.07386 -0.0154 -0.0343 0.0062 0.09
C -2.52312 -4.75366 -2.27284 0.0385 -0.0531 0.0111 -0.02
C 2.71081 1.56671 -4.66322 -0.0990 -0.0188 -0.0684 -0.15
C 2.70227 1.83670 -2.25974 0.0773 -0.2252 -0.1465 -0.48
H -3.29102 -5.43402 -2.61894 0.0358 0.0280 0.0273 0.13
C 3.70795 -4.19794 0.46260 -0.0092 -0.0578 -0.0472 -0.04
C -2.87205 -0.47184 1.18439 0.2544 -0.2170 -0.0566 -0.33
C -3.41162 4.47776 1.98848 0.4783 0.2413 -0.1283 -0.16
H -0.56493 3.26118 -3.07445 0.0565 -0.0827 0.0472 0.11
C -3.75001 -0.54361 2.26363 -0.0636 0.0004 0.0637 -0.04
H 2.63165 -0.20443 3.66707 -0.1313 -0.1062 0.0056 0.09
C -0.63381 2.91296 2.14012 -0.2670 0.3307 0.3044 -0.22
N 1.27388 3.65027 4.37891 -0.7620 1.2011 -0.5083 0.23
H 3.60416 -1.41267 -2.05978 0.0410 -0.0373 -0.0129 0.12
C -2.15477 4.77291 2.68473 -0.4708 0.0112 -0.3490 -0.17
F 4.76538 2.16138 -1.17987 0.1545 0.0672 0.0761 0.09
H 1.31023 -1.36659 1.49170 0.0637 0.0569 0.0830 0.03
N 0.62536 2.37515 2.51553 0.2497 0.6525 -0.0858 0.14
H -0.49223 0.55721 6.35202 0.0214 -0.0242 -0.0277 0.12
H 0.09800 -3.25592 4.48520 -0.0263 0.0328 0.0067 0.12
H 2.70040 -2.49990 3.21766 -0.0004 -0.0250 -0.0693 0.10
C 0.93314 -2.13801 -4.03207 0.0185 -0.0221 0.0932 -0.07
O -3.08062 3.91438 3.27733 0.0831 -0.0237 0.0377 0.06
H 4.26454 -4.28884 2.53362 -0.0326 0.0182 -0.0501 0.12
C -1.24889 -5.22720 -1.97301 0.0058 -0.0028 -0.0110 -0.02
C 2.01215 -2.58719 -0.11152 -0.0819 0.1926 0.2104 -0.34
C 3.63454 -3.80806 1.79465 0.0210 0.0065 0.0244 -0.05
H -3.30475 3.90349 -1.87429 0.0644 0.0267 -0.1198 0.06
C -5.44402 -1.47190 0.82555 -0.0339 -0.0173 0.0587 -0.02
C 2.89679 -3.59940 -0.49094 -0.0263 0.0145 0.0710 -0.09
C -0.79368 0.50467 4.23615 -0.1753 -0.0230 0.0944 -0.09
H -3.79884 -3.03688 -2.36794 0.0817 -0.0306 0.0106 0.11
H 0.91245 1.54351 2.02587 0.2363 -0.3075 -0.2422 0.03
O 0.13457 5.08310 2.48136 -0.0710 -0.6776 0.5169 -0.12
C -3.47458 3.55156 0.84380 -0.2402 0.1335 0.2646 -0.01
H 0.74482 -4.72966 -1.39061 0.0193 0.0129 -0.0222 0.11
F 2.04995 1.39536 -5.79952 -0.0730 -0.1268 -0.0966 0.15
C 2.76306 -2.79715 2.17564 0.0127 0.0107 -0.0383 -0.07
H -1.02658 -6.28252 -2.07185 -0.0177 0.0457 0.0142 0.12
C -0.48630 -1.64784 3.19455 -0.1355 0.0592 0.0718 -0.11
C 4.77891 1.88964 -3.49752 0.0729 0.0618 0.0792 -0.14
H -0.14201 -2.27379 -3.98697 0.0454 -0.0388 -0.0399 0.11
C -0.11566 -1.40077 5.55255 0.0427 0.0068 0.0128 -0.05
C -3.28831 -0.93198 -0.04999 0.0014 0.1845 -0.1001 -0.35
C 1.66258 -1.87829 -2.87054 -0.0147 0.2191 0.0050 -0.35
C 1.96892 -2.17866 1.22118 0.1023 -0.0670 -0.1749 -0.12
Ru 0.02560 0.36293 -0.60720 -2.4984 -0.3957 -0.4367 0.50
C 3.68958 -1.78132 -4.17063 0.0565 0.0670 0.0304 -0.06
H -2.02328 1.42578 -2.45375 -0.0889 -0.0827 -0.1392 0.04
C -0.24888 -4.35083 -1.58447 -0.0335 -0.1027 -0.0381 -0.04
S -2.16785 -0.81556 -1.43495 0.4331 -0.4853 0.8350 0.92
C -2.73778 2.45492 0.72323 0.1533 -0.0126 -0.0532 -0.12
C -5.02291 -1.06036 2.08663 0.0368 0.0663 0.0112 -0.02
H -0.85447 3.78938 -1.41707 0.0460 0.0084 0.1236 0.10
N 2.41549 1.74160 3.83653 -0.1404 0.3330 -0.2074 0.02
H 4.76497 -1.65249 -4.22346 -0.0719 0.0259 -0.0016 0.12
C -1.81482 -2.54904 -1.68847 0.2457 0.1862 -0.1429 -0.36
H -1.99144 5.74540 3.12559 0.1975 0.0017 0.1454 0.17
H -4.91995 -1.65990 -1.24533 0.0020 0.0139 0.0722 0.12
H 3.09702 1.97932 4.53520 0.1788 0.0852 0.1282 0.16
P 0.84515 -1.79234 -1.25340 0.5105 0.6684 0.1522 1.01
H -3.00051 1.78473 -0.08310 0.0037 0.1430 -0.0042 0.09
C 4.08447 1.70171 -4.67680 0.0843 -0.0197 -0.1034 -0.14
H 0.15650 -1.82591 6.51109 -0.0501 0.0123 -0.0344 0.12
H 1.02060 -2.44868 -6.14966 0.0336 0.0172 0.0621 0.12
C 2.96502 -2.07595 -5.31887 -0.0112 0.0541 -0.0201 -0.05
C -4.58183 -1.39402 -0.25197 -0.0824 0.0081 -0.1919 -0.04
C -0.46161 -0.05826 5.46108 -0.0074 0.0538 0.0037 -0.05
P -1.24430 0.30063 1.42619 0.1645 0.8552 0.0212 0.99
H -4.17374 5.24714 2.02211 -0.0326 -0.0168 0.0641 0.15
C 3.04023 -1.65942 -2.95138 -0.0485 0.0221 -0.0248 -0.10
O -1.47994 1.88675 -1.79641 0.4875 0.0028 -0.0889 -0.25
C -2.59329 3.85698 -2.70039 -0.0774 -0.1553 0.0475 -0.05
C -0.14054 -2.20146 4.41816 -0.0209 -0.0184 -0.0466 -0.06
C 4.08523 1.97506 -2.30682 -0.2935 -0.1551 0.1223 -0.26
F 4.73632 1.62107 -5.82013 0.1142 0.0038 -0.1702 0.17
C -0.79412 -0.28777 3.09119 0.4527 -0.5656 -0.3994 -0.35
N -0.84783 4.20681 2.33224 0.3428 -0.1260 0.1104 -0.09
```
Positions in Å, forces in eV/Å.

Values from the calculation:
* highest occupied orbital energy (spin up / spin down): -11.9 / -11.8 eV
* E_LUMO (spin up / spin down): -6.699 / -6.616 eV
* 2S+1: 2
* frontier orbital gap (spin up / spin down): 5.25 / 5.14 eV
* total charge: +2
* electronic energy: -173848.4495 eV
* maximum force: 2.6 eV/Å


# 2
ORCA calculation (ωB97M-V with the def2-TZVPD basis set) on a cluster of 4 separate species, H7O3S in total in a non-equilibrium geometry.

```
11
Properties=species:S:1:pos:R:3:forces:R:3:lowdin_charge:R:1
S 0.31853 0.69009 -0.42963 -0.9868 0.1128 -1.0560 -0.12
H 1.82561 -3.18313 0.57987 0.2561 0.1385 0.7806 0.00
O 1.48306 -3.15573 -0.30068 -0.5006 0.5516 -0.9478 -0.09
H 0.17540 3.30809 0.65515 0.0654 -1.7513 -2.1327 -0.08
O -2.47410 -1.15915 -1.54604 1.4196 0.2445 0.8788 -0.18
O 0.15713 3.87493 1.38511 0.1190 2.8580 0.5149 -0.06
H -1.73892 -0.60151 -1.94880 -1.1262 -1.0534 1.2983 0.00
H -2.16006 -1.38226 -0.60982 -0.2501 0.8542 -2.1428 0.04
H 0.08025 3.29910 2.10700 -0.1828 -1.2674 1.5294 -0.01
H 1.15146 0.53850 0.54491 1.0229 -0.2066 1.1489 -0.49
H 1.18165 -2.22893 -0.43705 0.1634 -0.4808 0.1283 0.00
```
Positions in Å, forces in eV/Å.

Values from the calculation:
* highest occupied orbital energy: -3.5 eV
* E_LUMO: 3.873 eV
* frontier orbital gap: 7.35 eV
* total charge: -1
* electronic energy: -17092.8734 eV
* maximum force: 2.9 eV/Å


Asked for energy above the lowest of the compared OMol25 structures with the same formula, charge and spin across the records above, the calculation gives 79.8 17.4 kcal per mole in order.